# CH4N2O2S

2 unconnected molecules or ions with the total composition CH4N2O2S at a distorted geometry (wB97M-V/def2-TZVPD, the OMol25 dataset).

Summary:
Energy above the lowest of the compared OMol25 structures with the same formula, charge and spin: 49.4 kcal per mole
HOMO: -0.3415 Eh

Cartesian coordinates (Å):
C: 0.491 0.153 0.778
N: -0.634 -1.521 -0.274
N: 0.392 -0.837 -0.218
O: 3.793 -0.631 0.919
O: 3.094 1.346 -0.252
S: 3.407 -0.053 -0.340
H: 1.306 -0.089 1.513
H: 0.804 1.097 0.240
H: -0.522 0.086 1.316
H: -0.681 -2.054 -1.255

Mulliken population analysis, charges in e, atoms 1 to 6:
1. C -0.755
2. N -0.701
3. N 0.272
4. O -0.381
5. O -0.395
6. S 0.762

# C49H51ClN7O6PdS2Te

A molecular structure, C49H51ClN7O6PdS2Te (wB97M-V/def2-TZVPD, the OMol25 dataset).

Summary:
2S+1: 2
Energy above the lowest of the compared OMol25 structures with the same formula, charge and spin: 13.5 kcal per mole
Net charge: -2
HOMO (spin up / spin down): -0.0327 / -0.0651 Eh

Cartesian coordinates (Å):
Pd: -1.878 0.440 -0.003
O: -4.407 6.235 0.766
C: -3.220 6.519 0.280
O: -2.834 7.663 0.143
C: -2.359 5.363 -0.103
C: -1.031 5.451 -0.467
Cl: 0.017 6.800 -0.457
N: -0.587 4.204 -0.751
N: -1.571 3.303 -0.589
C: -2.635 3.967 -0.190
C: -3.900 3.166 0.085
O: -4.849 3.783 0.638
O: -3.877 1.981 -0.279
C: 0.689 3.713 -1.168
C: 1.480 4.431 -2.051
C: 2.707 3.908 -2.438
C: 3.130 2.680 -1.954
C: 2.318 1.965 -1.083
C: 1.094 2.474 -0.683
H: -4.614 5.215 0.720
H: 1.138 5.375 -2.453
H: 3.324 4.465 -3.132
H: 4.087 2.275 -2.259
H: 2.629 1.003 -0.691
H: 0.456 1.906 -0.013
C: -6.546 -2.730 -0.866
C: -6.278 -1.240 -1.045
C: -4.845 -0.845 -0.709
N: -3.894 -1.393 -1.668
C: -3.038 -2.387 -1.418
S: -2.814 -3.110 0.046
N: -2.214 -2.786 -2.492
C: -2.116 -2.312 -3.786
O: -1.041 -2.250 -4.346
C: -3.372 -1.988 -4.549
C: -3.278 -1.047 -5.568
C: -4.398 -0.730 -6.320
C: -5.606 -1.366 -6.065
C: -5.696 -2.322 -5.061
C: -4.580 -2.631 -4.299
H: -7.579 -2.984 -1.115
H: -6.352 -3.035 0.163
H: -5.887 -3.327 -1.500
H: -6.943 -0.657 -0.402
H: -6.501 -0.941 -2.076
H: -4.556 -1.199 0.279
H: -4.727 0.239 -0.694
H: -3.793 -0.873 -2.525
H: -1.340 -3.163 -2.146
H: -2.325 -0.563 -5.739
H: -4.331 0.018 -7.099
H: -6.483 -1.114 -6.649
H: -6.636 -2.820 -4.863
H: -4.640 -3.375 -3.516
N: 0.559 -1.155 -1.376
C: -0.003 -0.367 -2.290
N: -1.175 0.206 -2.142
C: -1.509 0.967 -3.242
C: -2.687 1.702 -3.370
C: -2.911 2.402 -4.544
C: -1.982 2.386 -5.587
C: -0.800 1.669 -5.462
C: -0.573 0.968 -4.288
S: 0.805 0.011 -3.821
H: 0.235 -0.994 -0.313
H: 1.519 -1.407 -1.544
H: -3.375 1.737 -2.532
H: -3.820 2.983 -4.647
H: -2.174 2.950 -6.491
H: -0.067 1.666 -6.260
C: -2.170 0.027 2.458
C: -0.728 -0.514 2.182
O: -0.121 -0.899 3.231
N: -0.275 -0.500 0.964
Te: 2.433 -1.455 1.910
C: 4.431 -2.337 1.978
C: 5.591 -1.610 2.279
C: 5.565 -0.130 2.555
C: 6.829 -2.256 2.314
C: 6.960 -3.607 2.039
C: 8.302 -4.290 2.083
C: 5.810 -4.314 1.709
C: 4.560 -3.706 1.676
C: 3.367 -4.553 1.313
C: 2.695 -0.544 3.805
C: 2.970 -1.317 4.934
C: 3.033 -2.819 4.892
C: 3.152 -0.677 6.162
C: 3.030 0.695 6.298
C: 3.228 1.368 7.631
C: 2.694 1.436 5.172
C: 2.516 0.841 3.929
C: 2.088 1.691 2.768
H: -2.730 -0.771 2.952
H: -2.828 0.344 1.594
H: -2.110 0.876 3.142
H: 4.828 0.367 1.921
H: 6.547 0.311 2.370
H: 5.282 0.082 3.588
H: 7.715 -1.675 2.554
H: 9.096 -3.577 2.309
H: 8.539 -4.765 1.128
H: 8.325 -5.070 2.848
H: 5.886 -5.373 1.478
H: 3.655 -5.603 1.228
H: 2.929 -4.247 0.360
H: 2.573 -4.457 2.055
H: 2.149 -3.212 4.385
H: 3.070 -3.223 5.905
H: 3.909 -3.177 4.346
H: 3.371 -1.281 7.038
H: 3.368 0.632 8.424
H: 2.365 1.985 7.892
H: 4.105 2.020 7.622
H: 2.549 2.508 5.262
H: 2.050 2.744 3.051
H: 1.100 1.376 2.420
H: 2.762 1.580 1.918

Mulliken population analysis, charges in e, atoms 1 to 6:
1. Pd 0.031
2. O -0.600
3. C 0.473
4. O -0.663
5. C -0.203
6. C -0.027

# C20H26N2O4

C20H26N2O4 in the gas phase at a distorted geometry (wB97M-V/def2-TZVPD, the OMol25 dataset).

Summary:
SMILES string: COc1cc(C)ccc1OCc1cc(C(=O)N2CCCCCCC2)no1
Energy above the lowest of the compared OMol25 structures with the same formula, charge and spin: 87.7 kcal per mole
HOMO: -0.3060 Eh

Cartesian coordinates (Å):
C: -3.166 1.170 -0.727
O: -3.275 0.394 0.440
C: -2.621 0.799 1.573
C: -1.916 1.992 1.666
C: -1.294 2.389 2.843
C: -0.571 3.701 2.905
C: -1.386 1.565 3.953
C: -2.060 0.361 3.871
C: -2.674 -0.047 2.695
O: -3.313 -1.263 2.757
C: -3.446 -2.044 1.590
C: -2.176 -2.114 0.810
C: -0.871 -2.019 1.206
C: -0.148 -2.067 -0.013
C: 1.341 -2.095 -0.129
O: 1.946 -3.117 0.138
N: 1.936 -0.939 -0.487
C: 1.194 0.272 -0.761
C: 0.559 0.320 -2.158
C: 1.528 0.250 -3.339
C: 2.303 -1.073 -3.419
C: 3.772 -0.967 -3.002
C: 4.028 -0.238 -1.684
C: 3.387 -0.890 -0.464
N: -0.968 -2.193 -1.023
O: -2.228 -2.221 -0.523
H: -3.708 0.617 -1.493
H: -3.622 2.157 -0.598
H: -2.123 1.283 -1.039
H: -1.857 2.644 0.809
H: -0.082 3.922 1.959
H: -1.275 4.506 3.116
H: 0.176 3.692 3.695
H: -0.919 1.855 4.882
H: -2.125 -0.297 4.723
H: -3.723 -3.040 1.957
H: -4.244 -1.672 0.937
H: -0.478 -1.926 2.196
H: 0.394 0.375 -0.016
H: 1.873 1.116 -0.629
H: -0.002 1.257 -2.226
H: -0.148 -0.508 -2.245
H: 0.929 0.369 -4.244
H: 2.221 1.093 -3.308
H: 1.797 -1.824 -2.815
H: 2.288 -1.437 -4.449
H: 4.323 -0.439 -3.785
H: 4.183 -1.977 -2.934
H: 5.106 -0.222 -1.506
H: 3.706 0.800 -1.766
H: 3.704 -0.344 0.435
H: 3.724 -1.925 -0.374

Mulliken population analysis, charges in e, atoms 1 to 6:
1. C -0.760
2. O -0.394
3. C 1.139
4. C -0.253
5. C 0.399
6. C -1.578

# C4H8N2O

C4H8N2O in the gas phase at a distorted geometry (wB97M-V/def2-TZVPD, the OMol25 dataset).

Summary:
SMILES string: [H]/N=C/N1C[C@H]1CO
Energy above the lowest of the compared OMol25 structures with the same formula, charge and spin: 143.1 kcal per mole
HOMO: -0.3543 Eh

Cartesian coordinates (Å):
H: -1.499 -2.643 -0.050
N: -1.303 -1.620 -0.371
C: -1.025 -0.898 0.660
N: -0.843 0.543 0.605
C: 0.478 1.031 1.418
C: 0.336 1.108 -0.093
C: 0.887 0.320 -1.166
O: 0.048 0.133 -2.400
H: -0.684 -1.693 1.643
H: 0.082 2.039 1.916
H: 0.759 -0.073 2.037
H: 0.299 2.157 -0.297
H: 1.960 0.533 -1.414
H: 1.094 -0.516 -0.493
H: -0.588 -0.421 -1.996

Mulliken population analysis, charges in e, atoms 1 to 6:
1. H 0.257
2. N -0.550
3. C 0.096
4. N -0.290
5. C -0.476
6. C 0.306

Which value of energy above the lowest of the compared OMol25 structures with the same formula, charge and spin does entry 4 give? 143.1 kcal per mole

The highest energy above the lowest of the compared OMol25 structures with the same formula, charge and spin belongs to which entry? C4H8N2O

What is the formula in the third record? C20H26N2O4